1.
Below is the molecule C4H4O, with properties calculated with ωB97M-V/def2-TZVPD.

The total energy is -229.842874 hartree. The value obtained for the lowest unoccupied orbital energy (alpha / beta) is 0.0153 / -0.0022 Ha. Its spin multiplicity is 1. As for the HOMO energy (alpha / beta): -7.778 / -7.929 eV.

Last column: Löwdin charge in e.
Cartesian coordinates (Å):
O -0.021 -0.994 1.011  -0.06
C 0.599 0.135 1.056  -0.20
C 0.163 1.647 -0.989  0.14
C 0.508 0.988 -0.047  -0.15
C -0.903 -1.201 0.108  -0.04
H 0.036 2.130 -1.854  0.00
H -0.810 -0.493 -0.800  0.08
H 1.592 0.047 1.604  0.14
H -1.165 -2.258 -0.089  0.08


2.
Below is a structure of composition C33H51BaGeN8O5S4, with properties calculated with ωB97M-V/def2-TZVPD.

The total energy is -5797.514675 hartree. The value obtained for the lowest unoccupied orbital energy is 0.0648 Ha. Its spin multiplicity is 1. The net charge is -1. As for the HOMO energy: -4.270 eV.

Last column: Löwdin charge in e.
Cartesian coordinates (Å):
Ba -0.122 -0.489 0.240  1.56
Ge 2.284 -3.978 -0.519  0.65
S -3.064 -1.105 -4.371  0.98
S 2.521 5.115 -4.029  0.66
S -1.185 0.587 -2.691  0.49
S -4.787 -3.571 -4.497  0.54
O 0.851 6.181 0.398  0.08
O 2.977 6.129 0.020  0.08
O 3.221 5.622 -5.185  -0.33
O 1.466 0.969 -4.562  -0.20
O 2.163 6.022 -2.963  -0.31
N -3.189 -2.716 -2.478  -0.16
N 5.617 2.449 0.595  0.13
N -2.286 -1.765 -2.034  -0.02
N 1.873 5.621 0.041  -0.34
N 2.664 3.493 -1.013  0.07
N -2.083 -2.358 1.508  -0.06
N 1.099 2.118 -0.248  0.04
N -2.350 1.595 0.420  -0.06
C 3.297 0.116 1.744  -0.07
C -3.880 -0.824 0.854  -0.22
C 2.034 -0.294 -4.887  -0.14
C 2.700 2.291 2.603  -0.07
C -0.038 -0.110 3.377  -0.14
C -2.131 -0.826 -2.914  -1.14
C 3.554 3.810 -3.326  -0.17
C -5.059 -5.024 -0.278  -0.08
C 2.220 2.214 -0.949  -0.35
C 1.186 0.394 2.985  -0.44
C -4.019 -5.758 0.277  -0.09
C 3.795 3.941 -1.827  -0.13
C 1.559 1.778 3.144  -0.07
C -3.480 -3.776 -1.570  -0.24
C 1.043 4.323 -4.614  -0.29
C 4.708 2.035 1.179  -0.22
C -2.708 -5.493 -0.093  -0.08
C -2.431 -4.500 -1.023  -0.02
C -3.434 1.635 1.408  -0.27
C 3.735 -3.582 0.761  -0.23
C -3.074 -1.395 2.014  -0.28
C 2.156 -0.415 2.291  -0.18
C 1.744 4.240 -0.310  -0.16
C -4.793 -4.027 -1.203  -0.05
C -4.475 0.553 1.128  -0.19
C 2.907 1.074 -1.606  0.02
C 3.592 1.483 1.859  -0.28
C 0.999 -5.120 0.462  -0.24
C 0.124 3.864 -3.500  -0.12
C 3.098 -5.223 -1.833  -0.25
C 0.792 3.383 0.146  -0.06
C -3.724 -2.571 -3.709  -1.12
C 1.501 -2.368 -1.190  -0.52
H -1.823 2.460 0.437  0.05
H 3.120 2.851 -3.615  0.09
H -1.893 -6.053 0.344  0.09
H 2.313 -1.841 -1.716  -0.09
H 1.360 3.504 -5.260  0.09
H -2.519 -3.008 0.861  0.04
H 1.532 -5.875 1.044  0.01
H -4.230 -6.534 1.002  0.10
H 1.492 -0.778 -5.704  0.08
H -1.412 -4.264 -1.308  0.11
H 3.498 -6.115 -1.344  0.00
H -0.196 -1.185 3.375  0.02
H 2.550 0.952 -2.630  0.06
H -1.702 -2.914 2.265  0.07
H 0.379 -4.531 1.144  0.00
H -3.755 -1.838 2.752  0.12
H 0.753 -2.611 -1.965  -0.08
H 3.981 -0.535 1.212  0.11
H 4.002 4.972 -1.563  0.11
H 3.061 -0.121 -5.209  0.08
H 2.930 3.343 2.730  0.12
H 1.991 -1.487 2.216  0.08
H 0.583 3.074 -2.905  0.04
H 4.500 3.927 -3.854  0.11
H -2.521 -0.602 2.523  0.07
H 3.988 1.216 -1.608  0.09
H 4.657 3.345 -1.530  0.10
H -0.137 4.693 -2.844  0.08
H -0.786 3.445 -3.927  0.07
H 0.588 5.102 -5.230  0.11
H -2.989 1.487 2.395  0.10
H -5.166 0.511 1.976  0.11
H 0.894 2.427 3.704  0.11
H -4.678 -1.523 0.584  0.11
H 2.683 0.156 -1.065  0.04
H 3.337 -3.232 1.715  0.00
H -0.033 3.626 0.793  0.12
H -3.943 2.606 1.433  0.11
H -6.082 -5.226 0.011  0.10
H 2.354 -5.535 -2.569  0.00
H 0.597 0.788 -4.158  -0.05
H 2.041 -0.968 -4.025  0.07
H -0.707 0.484 3.988  0.04
H -5.591 -3.451 -1.649  0.10
H 4.393 -2.805 0.366  0.01
H -2.707 1.514 -0.530  0.03
H 4.340 -4.470 0.953  0.01
H 3.912 -4.730 -2.368  0.00
H 0.345 -5.641 -0.239  -0.01
H -3.237 -0.770 -0.027  0.06
H -5.071 0.852 0.259  0.11


3.
Below is the molecule C4H11NOS, with properties calculated with ωB97M-V/def2-TZVPD.

The total energy is -687.140842 hartree. The value obtained for the lowest unoccupied orbital energy is 0.0324 Ha. Its spin multiplicity is 1. As for the SMILES: CN[C@H](CO)CS. As for the HOMO energy: -8.878 eV.

Last column: Löwdin charge in e.
Cartesian coordinates (Å):
S -1.965 0.899 -1.831  0.71
O 1.452 0.889 -2.128  -0.08
N 0.412 -1.190 0.811  -0.09
C -1.276 0.195 -0.268  -0.53
C 1.144 0.651 -0.765  -0.25
C -0.098 -0.716 2.115  -0.11
C 0.111 -0.457 -0.401  -0.41
H 1.258 0.045 -2.567  0.09
H -1.979 -0.627 -0.141  0.07
H -1.178 -0.755 2.084  0.07
H 1.350 -1.523 0.928  0.10
H -0.080 -1.106 -1.269  0.13
H -1.223 2.023 -1.761  -0.14
H -1.274 0.980 0.474  0.07
H 0.799 1.599 -0.341  0.11
H 0.117 -1.507 2.835  0.08
H 0.377 0.208 2.431  0.08
H 2.053 0.392 -0.205  0.11


4.
Below is a cluster of 2 separate species, C10H10N2 in total, with properties calculated with ωB97M-V/def2-TZVPD.

The total energy is -496.499995 hartree. The value obtained for the lowest unoccupied orbital energy is 0.0294 Ha. Its spin multiplicity is 1. As for the SMILES: c1ccccc1.c1cncnc1. As for the HOMO energy: -8.860 eV.

Last column: Löwdin charge in e.
Cartesian coordinates (Å):
N -0.275 -0.829 -2.096  0.06
N -0.168 -2.256 -0.169  0.06
C -0.986 -1.417 0.480  -0.16
C 0.582 1.649 -0.547  -0.12
C -0.017 1.136 1.738  -0.12
C 0.141 -1.912 -1.426  -0.24
C 1.407 -0.370 0.494  -0.11
C 1.331 0.474 -0.615  -0.11
C 0.733 -0.039 1.670  -0.12
C -1.091 -0.007 -1.423  -0.16
C -1.482 -0.261 -0.113  -0.07
C -0.092 1.980 0.629  -0.12
H -2.151 0.420 0.428  0.12
H 1.862 0.213 -1.540  0.12
H 1.996 -1.295 0.440  0.12
H 0.523 2.313 -1.419  0.12
H -0.682 2.905 0.682  0.11
H 0.792 -0.704 2.542  0.12
H -1.440 0.885 -1.961  0.13
H -1.248 -1.687 1.511  0.13
H 0.811 -2.593 -1.967  0.12
H -0.547 1.396 2.663  0.11